Formula: C17H35N2O9S3
Source: OMol25
Level of theory: ωB97M-V with the def2-TZVPD basis set

```
66
Properties=species:S:1:pos:R:3:forces:R:3
S -1.1540 -3.2915 2.3818 -0.473 -0.748 0.390
S -7.8212 -0.2476 3.4770 -0.768 0.330 0.044
S 3.3254 -2.2902 -1.7602 -0.562 -0.718 0.986
O -7.0277 0.8982 3.8403 -0.108 -0.857 -0.105
O 3.7067 -1.0353 -2.3642 -0.268 -0.158 -0.285
O -2.5017 -4.0759 2.8144 1.345 -0.011 -0.292
O 2.0885 -2.0335 -0.7487 1.349 -0.120 -0.280
O -7.2690 -1.5793 3.4477 -0.024 0.666 0.323
O 3.0441 -3.4602 -2.5497 0.254 1.002 0.049
O -9.1683 -0.2553 4.3753 0.542 0.024 -1.079
O -0.7403 -2.4354 3.4645 -0.308 -0.062 -0.772
O -1.3158 -2.7964 1.0375 0.210 0.175 0.618
N 3.9299 2.3184 -3.7464 1.403 3.520 -0.674
N 5.0463 4.2131 -4.3270 -0.623 -1.006 -0.285
C 3.9003 4.7705 -3.6043 -0.795 -6.734 0.157
C 4.5292 -2.7160 -0.5318 -0.044 0.118 0.088
C -8.4967 0.2236 6.6637 0.301 0.163 -0.035
C 0.9295 -1.3644 -1.2422 -1.189 0.266 -0.375
C -0.0840 -4.7032 2.3359 -0.107 -0.124 0.010
C 8.5405 5.2352 -3.6583 -0.294 -1.229 0.576
C 9.0676 2.4137 -4.3131 -1.660 6.880 0.390
C 8.7476 3.6732 -4.0619 1.844 -5.370 -1.149
C 0.0463 -2.3033 -2.0422 0.143 -0.216 -0.306
C -3.6157 -3.3153 3.2793 -1.034 0.694 0.128
C -9.1026 -0.7791 5.6995 0.112 -0.197 1.122
C -4.3811 -2.6906 2.1284 0.073 0.235 -0.238
C 3.1348 3.4560 -3.2157 3.330 2.621 -1.790
C 5.1331 2.7705 -4.4455 -4.098 3.565 2.583
C 6.1075 5.1617 -4.8757 0.552 -0.406 0.387
C -8.5986 0.0777 1.9183 -0.166 -0.018 0.047
C 6.9790 5.6320 -3.5784 -0.473 -0.088 0.174
H 6.7141 4.5638 -5.6478 -0.758 0.936 1.340
H -0.0098 -5.1222 3.3392 -0.058 0.086 -0.095
H -0.8998 -1.8198 -2.2964 0.073 -0.004 0.128
H -3.2956 -2.5564 3.9995 0.158 -0.112 -0.095
H 5.4522 -2.9881 -1.0449 -0.153 0.026 -0.083
H -9.2525 -0.7579 1.6690 0.077 0.072 0.079
H -4.2727 -4.0079 3.8116 0.348 -0.142 -0.074
H 0.5346 -2.6029 -2.9731 -0.045 0.055 0.051
H -4.6268 -3.4419 1.3729 -0.014 0.002 0.138
H 6.5359 5.1172 -2.6302 0.741 0.811 -1.815
H -7.8155 0.1787 1.1662 0.040 -0.029 0.182
H -3.7855 -1.9185 1.6345 -0.026 -0.057 0.057
H 0.8970 -4.3712 1.9945 -0.141 0.118 0.012
H -8.5785 -0.1338 7.6930 -0.063 -0.018 -0.104
H -5.3048 -2.2293 2.4860 0.142 -0.148 0.041
H 4.1595 -3.5641 0.0448 -0.021 0.098 -0.122
H 2.1411 3.4230 -2.6283 2.052 -0.500 -1.230
H 5.6070 6.0309 -5.4374 0.600 -1.418 1.080
H -7.4387 0.3879 6.4451 -0.093 -0.029 0.038
H -8.5543 -1.7258 5.7171 0.000 0.096 -0.190
H -8.9979 1.1916 6.5817 -0.035 -0.143 0.039
H -9.1650 1.0062 1.9937 0.085 -0.100 0.054
H 0.3738 -1.0063 -0.3718 0.339 -0.177 0.093
H 9.3796 1.4290 -4.8146 -0.708 2.052 1.300
H -0.1604 -3.2156 -1.4774 -0.058 0.218 0.046
H 8.9657 5.3267 -2.5753 -0.574 0.006 -2.137
H 5.9704 2.1875 -4.9684 -1.585 1.012 1.061
H -10.1291 -0.9956 6.0065 0.034 0.061 -0.380
H 6.7848 6.7674 -3.4196 0.820 -1.913 -0.322
H -0.4938 -5.4340 1.6382 0.002 0.111 0.069
H 1.2079 -0.4850 -1.8316 0.199 -0.108 0.035
H 3.6973 1.3157 -3.6402 0.097 0.781 0.093
H 4.6981 -1.8523 0.1112 -0.065 -0.079 -0.074
H 9.0880 5.9378 -4.3826 -0.630 -1.392 1.076
H 3.6605 5.8820 -3.3715 0.754 -2.371 -0.700
```
Positions in Å, forces in eV/Å.

Calculated values
E_tot: -72096.706 eV
gap between HOMO and LUMO: 8.82 eV
total charge: +1
spin multiplicity: 1
HOMO: -0.444 Ha
largest force on an atom: 7.09 eV/Å
LUMO energy: -3.26 eV

Formula: C6H12N2O
Source: OMol25
Level of theory: ωB97M-V with the def2-TZVPD basis set

```
21
Properties=species:S:1:pos:R:3:forces:R:3
O 0.0581 0.4054 2.3286 0.190 -0.589 -0.135
N 0.9277 -0.2493 -2.5327 1.013 -0.198 -0.568
N 0.0290 0.0933 -1.4986 -1.215 -1.904 1.225
C -1.1793 -1.9436 -0.1682 -0.303 -0.687 -0.442
C -0.2451 0.9485 1.0661 1.525 0.562 -1.767
C -0.3031 -1.0056 -0.4436 0.641 0.726 -1.898
C 2.0428 0.0082 0.0868 0.155 -0.411 0.089
C 0.5505 0.0727 -0.1157 -1.760 1.365 2.707
C -1.7396 1.1374 0.9172 -0.065 0.062 -0.169
H -2.0644 1.9432 1.5855 0.136 -0.080 -0.170
H 2.4992 0.9093 -0.3422 -0.086 -0.058 0.215
H -1.7530 -2.0021 0.7512 0.969 -0.415 0.604
H -0.3491 -0.4770 2.3758 0.167 0.385 0.015
H 2.5016 -0.8539 -0.4043 -0.190 0.061 -0.051
H 0.2710 1.9063 0.9858 -0.189 0.309 0.526
H 0.4566 -0.1122 -3.4233 -0.145 0.078 0.355
H 1.7399 0.3668 -2.5465 -0.228 0.024 0.213
H 2.2930 -0.0630 1.1475 -0.131 0.186 -0.105
H -2.2988 0.2470 1.2228 0.163 0.016 -0.184
H -2.0071 1.3901 -0.1102 -0.025 -0.032 0.036
H -1.4297 -2.7216 -0.8819 -0.621 0.601 -0.495
```
Positions in Å, forces in eV/Å.

Calculated values
E_tot: -11439.801 eV
gap between HOMO and LUMO: 8.79 eV
total charge: 0
spin multiplicity: 1
ΔE to the lowest compared entry with this formula, charge and spin: 112.3 kcal per mole
HOMO: -0.293 Ha
largest force on an atom: 3.51 eV/Å
LUMO energy: 0.82 eV

Formula: C27H27BNO
Source: OMol25
Level of theory: ωB97M-V with the def2-TZVPD basis set

```
57
Properties=species:S:1:pos:R:3:forces:R:3
O -1.2355 12.3114 3.9439 0.244 -0.737 -0.029
N 0.7413 9.7582 6.5718 -0.320 0.010 -0.737
C 0.2062 3.4188 3.0085 -0.061 0.655 -0.303
C 0.6349 5.0561 1.2493 -0.063 -0.006 0.174
C 3.4539 1.2882 6.6197 -0.549 -0.084 -0.132
C -3.7045 1.9173 1.7738 0.325 -0.167 0.081
C -0.5878 11.4296 4.7487 -0.023 -0.244 -0.143
C 1.2684 5.5570 3.5352 -0.127 -0.210 -0.132
C -1.6691 11.8479 2.6395 0.143 0.103 0.388
C 0.7816 4.3137 3.9393 0.082 0.175 -0.072
C 2.3167 -1.1606 7.3742 -0.050 0.059 -0.049
C 3.4811 -0.7030 8.0124 -0.196 0.499 -0.561
C -0.2896 2.1081 3.4158 0.259 0.155 0.243
C 1.6984 -0.3950 6.3919 0.101 0.264 0.193
C -1.6615 0.1625 2.5637 -0.082 0.209 -0.093
C -2.5298 2.4228 2.3357 0.108 -0.073 -0.031
C 1.1891 5.9365 2.1893 -0.088 -0.380 0.126
C -0.1742 11.8942 6.0097 -0.064 -0.096 -0.246
C 0.1261 3.8226 1.6498 0.023 -0.018 0.232
C 0.3523 9.2967 5.3640 0.047 0.644 0.542
C -2.8076 -0.3264 1.9282 0.214 0.093 0.180
C -1.4879 1.5562 2.7643 -0.400 -0.178 -0.227
C 4.0573 0.5145 7.6044 -0.082 -0.223 0.135
C 0.4835 11.0584 6.8877 -0.045 -0.539 -0.406
C -3.8410 0.5408 1.5510 0.321 0.241 0.202
C 1.5697 1.7273 5.0579 0.143 -0.882 -0.398
C -0.2992 10.0867 4.4349 -0.155 0.289 -0.129
C 2.2203 0.8802 6.0309 0.341 -0.429 0.259
C 0.3699 1.3917 4.4388 -0.037 -0.307 -0.150
B 1.4732 8.7161 7.5248 0.591 -0.866 0.904
H 3.9110 2.2270 6.2930 -0.172 -0.282 0.208
H 0.5905 5.3400 0.1981 -0.004 -0.076 0.285
H 1.5030 7.5570 7.0126 -0.197 0.991 -0.041
H 2.1326 2.6121 4.7552 -0.205 -0.358 0.076
H -0.3231 3.1436 0.9166 0.275 0.296 0.281
H 4.9778 0.8575 8.0779 -0.257 -0.088 -0.186
H -2.4135 3.5049 2.4552 -0.094 -0.462 0.079
H 0.8460 4.0294 4.9937 -0.324 0.402 -0.431
H 0.8066 11.4313 7.8621 -0.027 -0.434 -0.310
H 3.9401 -1.2945 8.8049 -0.101 0.179 -0.251
H -0.0842 0.4336 4.7089 0.069 0.536 0.017
H 1.7108 6.2229 4.2764 -0.146 -0.145 -0.178
H -0.7991 11.5384 2.0429 -0.265 0.039 0.144
H 0.8018 -0.7803 5.8944 0.416 0.127 0.373
H 2.6231 9.0973 7.7202 -0.375 0.050 -0.112
H -2.8998 -1.3957 1.7275 0.049 0.351 0.119
H -0.8618 -0.5263 2.8568 -0.356 0.229 -0.159
H 1.8814 -2.1215 7.6575 0.180 0.316 -0.110
H -4.7475 0.1493 1.0841 0.329 0.112 0.161
H -2.1643 12.6981 2.1529 0.231 -0.277 0.311
H -0.3868 12.9194 6.2748 0.048 0.019 0.076
H 0.5902 8.2489 5.1837 -0.130 0.396 0.016
H -2.3849 11.0211 2.7530 0.222 0.197 -0.068
H 0.8466 8.6396 8.5746 0.101 0.215 -0.282
H -0.5676 9.6238 3.4933 -0.058 0.202 0.045
H 1.5567 6.9156 1.8774 -0.073 -0.323 0.062
H -4.5106 2.5973 1.4985 0.264 -0.168 0.054
```
Positions in Å, forces in eV/Å.

Calculated values
E_tot: -32643.224 eV
gap between HOMO and LUMO: 5.35 eV
total charge: +1
spin multiplicity: 1
ΔE to the lowest compared entry with this formula, charge and spin: 20.7 kcal per mole
HOMO: -0.397 Ha
largest force on an atom: 1.38 eV/Å
LUMO energy: -5.46 eV